The following is a DFT calculation (ωB97M-V/def2-TZVPD) of C17H16ClI2MoN2O3SSe as an isolated structure at a distorted geometry.

Values from the calculation:
lowest unoccupied orbital energy (spin up / spin down) = -4.97 / -4.66 eV
HOMO level (spin up / spin down) = -11.35 / -11.44 eV
orbital gap (spin up / spin down) = 0.2342 / 0.2493 hartree
total energy = -133767.410 eV
molar mass = 792.55 g/mol

The geometry in ORCA input format:
```
! RIJCOSX wB97M-V def2-TZVPD def2/J DEFGRID3
* xyz 1 3
Mo 1.25 0.29 0.54
I 2.30 0.95 6.38
C 0.99 1.16 4.76
C -0.29 1.66 4.94
C -1.09 1.83 3.82
C -0.60 1.47 2.58
N 0.62 0.94 2.41
C 1.41 0.81 3.49
H -0.65 1.92 5.93
H -2.08 2.24 3.91
H -1.17 1.65 1.68
H 2.40 0.41 3.33
I 4.80 -0.96 -5.00
C 3.14 -0.23 -3.95
C 2.92 -0.63 -2.64
C 1.84 -0.12 -1.96
C 0.97 0.79 -2.55
C 1.17 1.15 -3.87
C 2.25 0.64 -4.58
C -0.15 1.40 -1.76
O -1.19 1.74 -2.26
O 0.12 1.55 -0.47
H 3.59 -1.34 -2.17
H 1.58 -0.63 -1.00
H 0.48 1.83 -4.35
H 2.40 0.93 -5.61
Cl 2.19 -1.60 1.45
O -0.54 -0.90 0.29
S -2.00 -1.00 0.75
C -2.34 -2.78 0.70
C -2.85 -3.09 -0.69
C -3.80 -1.95 -1.03
C -3.04 -0.66 -0.71
H -3.10 -2.97 1.46
H -1.42 -3.29 0.98
H -3.35 -4.06 -0.72
H -2.02 -3.12 -1.40
H -4.70 -2.02 -0.42
H -4.10 -1.96 -2.08
H -3.68 0.19 -0.49
H -2.36 -0.37 -1.51
Se 4.12 4.02 0.55
C 3.27 2.56 0.60
N 2.66 1.53 0.63
*
```

The following is a DFT calculation (ωB97M-V/def2-TZVPD) of one molecule with the formula C17H16FN5O4 at a distorted geometry.

Values from the calculation:
lowest unoccupied orbital energy = -0.47 eV
structure (SMILES) = O=C(NC(=O)N1CCN(c2ccc([N+](=O)[O-])cn2)CC1)c1ccccc1F
HOMO level = -8.83 eV
orbital gap = 0.3075 hartree
total energy = -36245.087 eV
molar mass = 373.34 g/mol

The geometry in ORCA input format:
```
! RIJCOSX wB97M-V def2-TZVPD def2/J DEFGRID3
* xyz 0 1
O -4.35 -0.56 1.27
C -3.49 -0.45 0.43
N -3.76 0.11 -0.80
C -2.91 0.21 -1.92
O -3.18 -0.35 -2.96
N -1.82 0.99 -1.76
C -1.59 1.91 -0.65
C -0.12 2.33 -0.64
N 0.74 1.21 -0.96
C 1.61 0.73 -0.07
C 2.52 -0.31 -0.39
C 3.37 -0.77 0.58
C 3.32 -0.19 1.86
N 4.17 -0.65 2.90
O 4.91 -1.58 2.65
O 4.10 -0.10 3.98
C 2.42 0.85 2.08
N 1.60 1.29 1.15
C 0.51 0.59 -2.25
C -0.83 1.05 -2.82
C -2.10 -0.98 0.63
C -1.54 -1.87 -0.27
C -0.32 -2.47 0.00
C 0.35 -2.20 1.19
C -0.19 -1.30 2.09
C -1.40 -0.71 1.81
F -1.90 0.19 2.68
H -4.75 0.14 -1.02
H -2.23 2.80 -0.76
H -1.84 1.43 0.29
H 0.16 2.69 0.35
H 0.06 3.13 -1.36
H 2.55 -0.73 -1.38
H 4.08 -1.56 0.39
H 2.37 1.34 3.04
H 0.49 -0.49 -2.12
H 1.32 0.85 -2.96
H -0.77 2.07 -3.21
H -1.16 0.39 -3.62
H -2.07 -2.12 -1.18
H 0.10 -3.17 -0.70
H 1.28 -2.69 1.41
H 0.31 -1.07 3.02
*
```

The following is a DFT calculation (ωB97M-V/def2-TZVPD) of C17H16GeMn as an isolated structure.

Values from the calculation:
lowest unoccupied orbital energy (spin up / spin down) = -9.13 / -8.72 eV
HOMO level (spin up / spin down) = -16.61 / -16.17 eV
orbital gap (spin up / spin down) = 0.2745 / 0.2738 hartree
total energy = -105705.119 eV
molar mass = 347.86 g/mol

The geometry in ORCA input format:
```
! RIJCOSX wB97M-V def2-TZVPD def2/J DEFGRID3
* xyz 2 2
Mn 0.80 -0.12 0.08
C 2.38 -0.70 1.30
C 2.89 -0.07 0.12
C 2.43 1.27 0.09
C 1.65 1.48 1.25
C 1.62 0.28 2.00
H 2.57 -1.71 1.62
H 3.51 -0.54 -0.63
H 2.63 1.99 -0.68
H 1.15 2.40 1.51
H 1.14 0.13 2.96
Ge -1.50 0.07 0.97
C -1.37 1.54 -0.18
C -1.80 2.81 0.24
C -1.61 3.90 -0.59
C -0.97 3.75 -1.81
C -0.52 2.50 -2.23
C -0.74 1.39 -1.43
C -0.94 -1.67 0.33
C -1.37 -2.72 1.17
C -1.12 -4.04 0.83
C -0.36 -4.35 -0.29
C 0.14 -3.33 -1.09
C -0.16 -2.02 -0.79
H -2.16 0.09 2.33
H -2.28 2.94 1.20
H -1.97 4.88 -0.28
H -0.82 4.61 -2.45
H -0.05 2.39 -3.20
H -0.52 0.42 -1.85
H -1.94 -2.51 2.06
H -1.51 -4.83 1.46
H -0.15 -5.38 -0.53
H 0.77 -3.56 -1.95
H 0.20 -1.29 -1.54
*
```

The following is a DFT calculation (ωB97M-V/def2-TZVPD) of C17H16MoNS5Sb as an isolated structure at a distorted geometry.

Values from the calculation:
lowest unoccupied orbital energy = -8.79 eV
HOMO level = -14.75 eV
orbital gap = 0.2190 hartree
total energy = -81932.358 eV
molar mass = 612.36 g/mol

The geometry in ORCA input format:
```
! RIJCOSX wB97M-V def2-TZVPD def2/J DEFGRID3
* xyz 2 1
Mo 0.17 -2.64 -0.50
C 1.83 4.12 1.78
C 0.82 3.04 2.22
C -0.28 3.68 3.07
C 1.56 2.00 3.06
C 0.18 2.43 0.98
C -0.52 3.26 0.09
C -1.16 2.79 -1.04
C -1.09 1.42 -1.29
S -1.78 0.51 -2.60
C -1.15 -0.93 -1.97
N -0.45 -0.74 -0.85
C -0.39 0.58 -0.43
C 0.25 1.07 0.71
C -1.32 -2.27 -2.59
C -2.21 -2.41 -3.66
C -2.38 -3.64 -4.28
C -1.68 -4.76 -3.84
C -0.83 -4.66 -2.75
C -0.64 -3.43 -2.14
H 2.30 4.55 2.67
H 1.35 4.94 1.24
H 2.61 3.70 1.15
H 0.16 4.14 3.96
H -1.01 2.93 3.40
H -0.82 4.47 2.54
H 2.00 2.49 3.93
H 2.36 1.52 2.51
H 0.88 1.24 3.45
H -0.58 4.32 0.30
H -1.70 3.46 -1.70
H 0.78 0.39 1.37
H -2.77 -1.55 -4.02
H -3.06 -3.72 -5.11
H -1.82 -5.71 -4.33
H -0.31 -5.54 -2.38
S 1.19 -4.83 3.08
Sb 2.94 -4.60 1.79
S -0.73 -3.49 1.10
S 2.27 -3.08 -0.26
S 5.01 -5.06 1.36
*
```

The following is a DFT calculation (ωB97M-V/def2-TZVPD) of one molecule with the formula C17H16N2O3 at a distorted geometry.

Values from the calculation:
lowest unoccupied orbital energy = -1.09 eV
structure (SMILES) = CO[C@@H](c1ccc(C)cc1)[C@@H](C#N)c1ccc([N+](=O)[O-])cc1
HOMO level = -9.22 eV
orbital gap = 0.2987 hartree
total energy = -27007.456 eV
molar mass = 296.33 g/mol

The geometry in ORCA input format:
```
! RIJCOSX wB97M-V def2-TZVPD def2/J DEFGRID3
* xyz 0 1
C -4.00 1.49 0.72
O -3.07 0.44 0.41
C -1.66 0.65 0.29
C -0.99 -0.37 1.18
C 0.16 0.03 1.84
C 0.87 -0.91 2.59
C 0.40 -2.22 2.72
C 1.25 -3.23 3.44
C -0.84 -2.57 2.15
C -1.56 -1.64 1.41
C -1.27 0.44 -1.23
C -2.21 1.33 -1.91
N -2.95 2.06 -2.43
C 0.17 0.70 -1.76
C 1.06 -0.37 -2.01
C 2.36 -0.15 -2.44
C 2.80 1.15 -2.68
N 4.21 1.43 -2.78
O 4.57 2.63 -2.85
O 5.03 0.49 -2.77
C 1.90 2.22 -2.59
C 0.58 1.98 -2.18
H -4.99 1.03 0.59
H -3.94 1.86 1.76
H -3.92 2.34 0.02
H -1.36 1.67 0.58
H 0.48 1.06 1.74
H 1.82 -0.63 3.04
H 0.76 -4.21 3.46
H 2.23 -3.34 2.96
H 1.43 -2.92 4.48
H -1.20 -3.59 2.29
H -2.54 -1.90 1.02
H -1.48 -0.61 -1.48
H 0.70 -1.39 -1.90
H 3.06 -0.97 -2.58
H 2.26 3.22 -2.84
H -0.12 2.81 -2.24
*
```

The following is a DFT calculation (ωB97M-V/def2-TZVPD) of C17H16NO6SV as an isolated structure at a distorted geometry.

Values from the calculation:
lowest unoccupied orbital energy = -9.72 eV
HOMO level = -15.52 eV
orbital gap = 0.2131 hartree
total energy = -68169.152 eV
molar mass = 413.33 g/mol

The geometry in ORCA input format:
```
! RIJCOSX wB97M-V def2-TZVPD def2/J DEFGRID3
* xyz 2 1
V -0.58 -0.09 -0.37
C -1.14 2.81 2.58
C -1.38 1.54 1.84
O -0.79 1.44 0.70
C -2.22 0.49 2.32
C -2.92 0.66 3.54
C -3.83 -0.28 3.97
C -4.09 -1.40 3.18
C -3.43 -1.61 1.97
C -2.50 -0.68 1.58
O -1.90 -0.89 0.36
H -0.38 3.39 2.07
H -0.83 2.61 3.60
H -2.07 3.38 2.62
H -2.73 1.53 4.15
H -4.35 -0.15 4.90
H -4.82 -2.13 3.51
H -3.64 -2.48 1.36
C 0.68 4.85 -5.04
C 0.15 3.53 -4.59
C 0.01 2.47 -5.49
C -0.45 1.23 -5.09
C -0.79 1.06 -3.75
C -0.68 2.10 -2.84
C -0.21 3.32 -3.24
S -1.39 -0.45 -3.16
O -1.33 -1.46 -4.15
O -2.48 -0.24 -2.25
N -0.20 -0.83 -1.97
C 1.11 -1.39 -2.23
C 1.83 -1.37 -0.90
O 2.90 -1.65 -0.56
O 0.86 -0.76 0.12
H 0.41 5.05 -6.07
H 1.77 4.85 -4.97
H 0.31 5.66 -4.41
H 0.27 2.63 -6.53
H -0.55 0.41 -5.79
H -1.02 1.96 -1.81
H -0.12 4.14 -2.54
H 1.68 -0.79 -2.95
H 1.04 -2.41 -2.60
*
```

Question: The highest molar mass belongs to which entry?
Answer: C17H16ClI2MoN2O3SSe

Repeat the sixth record exactly.
The following is a DFT calculation (ωB97M-V/def2-TZVPD) of C17H16NO6SV as an isolated structure at a distorted geometry.

Values from the calculation:
lowest unoccupied orbital energy = -9.72 eV
HOMO level = -15.52 eV
orbital gap = 0.2131 hartree
total energy = -68169.152 eV
molar mass = 413.33 g/mol

The geometry in ORCA input format:
```
! RIJCOSX wB97M-V def2-TZVPD def2/J DEFGRID3
* xyz 2 1
V -0.58 -0.09 -0.37
C -1.14 2.81 2.58
C -1.38 1.54 1.84
O -0.79 1.44 0.70
C -2.22 0.49 2.32
C -2.92 0.66 3.54
C -3.83 -0.28 3.97
C -4.09 -1.40 3.18
C -3.43 -1.61 1.97
C -2.50 -0.68 1.58
O -1.90 -0.89 0.36
H -0.38 3.39 2.07
H -0.83 2.61 3.60
H -2.07 3.38 2.62
H -2.73 1.53 4.15
H -4.35 -0.15 4.90
H -4.82 -2.13 3.51
H -3.64 -2.48 1.36
C 0.68 4.85 -5.04
C 0.15 3.53 -4.59
C 0.01 2.47 -5.49
C -0.45 1.23 -5.09
C -0.79 1.06 -3.75
C -0.68 2.10 -2.84
C -0.21 3.32 -3.24
S -1.39 -0.45 -3.16
O -1.33 -1.46 -4.15
O -2.48 -0.24 -2.25
N -0.20 -0.83 -1.97
C 1.11 -1.39 -2.23
C 1.83 -1.37 -0.90
O 2.90 -1.65 -0.56
O 0.86 -0.76 0.12
H 0.41 5.05 -6.07
H 1.77 4.85 -4.97
H 0.31 5.66 -4.41
H 0.27 2.63 -6.53
H -0.55 0.41 -5.79
H -1.02 1.96 -1.81
H -0.12 4.14 -2.54
H 1.68 -0.79 -2.95
H 1.04 -2.41 -2.60
*
```

Question: Which formula does entry 4 have?
Answer: C17H16MoNS5Sb